<one>
Below is 2 unconnected molecules or ions with the total composition C2H7OS, with properties calculated with wB97M-V/def2-TZVPD.

Last column: natural (NBO) charge in e.
CARTESIAN COORDINATES (ANGSTROEM)
H (-1.640, -0.219, -0.822)  0.222
H (-1.353, -1.858, 0.114)  0.204
C (-1.365, -0.743, 0.119)  -0.623
H (0.984, 1.794, 0.730)  0.179
H (0.513, -0.129, -0.275)  0.309
C (-0.010, -0.308, 0.665)  -0.498
S (-0.033, 1.392, 1.515)  -0.209
H (-2.117, -0.525, 0.889)  0.184
H (2.207, 0.938, -2.655)  0.387
H (0.379, -0.786, 1.576)  0.213
O (2.435, 0.443, -1.856)  -1.367

The HOMO energy comes out at -2.41 eV. As for the multiplicity: 1. Its HOMO-LUMO gap is 5.9 eV. As for the total charge: -1. The LUMO energy is 3.539 eV.

***

<two>
Below is 2 unconnected molecules or ions with the total composition C2H7OS, with properties calculated with wB97M-V/def2-TZVPD.

Last column: natural (NBO) charge in e.
CARTESIAN COORDINATES (ANGSTROEM)
H (0.599, -1.245, -1.273)  0.199
H (0.913, 1.126, 1.872)  0.491
O (1.666, 1.487, 2.510)  -1.028
H (-0.991, -1.987, -1.524)  0.166
C (-0.458, -1.051, -1.428)  -0.627
H (-0.506, -0.364, -2.263)  0.201
C (-0.924, -0.244, -0.149)  -0.507
S (0.089, 1.298, -0.106)  -0.696
H (2.117, 2.060, 1.876)  0.455
H (-0.491, -0.870, 0.626)  0.176
H (-2.013, -0.212, -0.140)  0.169

The HOMO energy comes out at -2.76 eV. As for the multiplicity: 1. Its HOMO-LUMO gap is 7.1 eV. As for the total charge: -1. The LUMO energy is 4.322 eV.

***

<three>
Below is 2 unconnected molecules or ions with the total composition C2H7OS, with properties calculated with wB97M-V/def2-TZVPD.

Last column: natural (NBO) charge in e.
CARTESIAN COORDINATES (ANGSTROEM)
H (0.509, -0.911, 1.153)  0.179
H (-1.578, -2.021, -0.600)  0.474
S (-0.709, 0.996, 0.080)  0.031
H (1.116, 2.435, 0.503)  0.202
H (1.631, 0.689, 0.358)  0.223
H (-1.422, -0.956, 1.377)  0.182
C (-0.491, -0.504, 1.016)  -1.251
H (-0.429, -1.155, -1.169)  0.501
O (-1.082, -1.902, -1.412)  -1.014
H (1.314, 1.800, -1.188)  0.200
C (1.141, 1.531, -0.117)  -0.727

The HOMO energy comes out at -0.41 eV. As for the multiplicity: 1. Its HOMO-LUMO gap is 4.4 eV. As for the total charge: -1. The LUMO energy is 3.952 eV.

***

<four>
Below is 2 unconnected molecules or ions with the total composition C2H7OS, with properties calculated with wB97M-V/def2-TZVPD.

Last column: natural (NBO) charge in e.
CARTESIAN COORDINATES (ANGSTROEM)
H (1.906, 2.123, -0.766)  0.176
H (2.824, 0.856, 0.085)  0.188
H (-1.871, 0.270, -0.947)  0.188
C (1.854, 1.324, -0.043)  -0.764
H (-0.681, -1.394, 0.914)  0.494
H (-1.515, 0.932, 0.790)  0.154
O (-1.505, -2.014, 0.954)  -0.974
H (-1.850, -1.457, 1.661)  0.447
H (1.519, 1.782, 0.823)  0.192
C (-1.158, 0.636, -0.214)  -1.141
S (0.471, 0.078, -0.540)  0.040

The HOMO energy comes out at -0.91 eV. As for the multiplicity: 1. Its HOMO-LUMO gap is 5.0 eV. As for the total charge: -1. The LUMO energy is 4.084 eV.

***

Most stable to least stable: <two>, <one>, <four>, <three>